Computed, not measured: 8 unconnected molecules or ions with the total composition C63H140N8O3 at a distorted geometry, with the ωB97M-V functional and the def2-TZVPD basis.

Properties
Charge ... +6
Molecular weight ... 1057.9 g/mol
E_HOMO ... -20.0 eV
Spin multiplicity ... 1
Energy above the lowest of the compared OMol25 structures with the same formula, charge and spin ... 5.8401 eV
Gap between HOMO and LUMO ... 9.18 eV

Each line ends with the Löwdin charge.
CARTESIAN COORDINATES (ANGSTROEM)
N  0.90425  0.24896  -0.19647  -0.66
O  2.05698  0.37841  -0.58463  -0.05
O  0.13087  1.18091  -0.28969  -0.03
O  0.54865  -0.83699  0.26066  -0.05
C  -3.14189  6.92484  -1.38419  -0.07
C  -2.52702  5.90501  -0.37175  -0.25
C  -1.05416  5.69931  -0.68092  -0.19
C  -0.29017  4.78697  0.31621  -0.08
N  1.22890  4.60695  0.03357  -0.23
C  1.87611  3.67950  1.05178  -0.12
C  2.74407  4.51044  2.01838  -0.16
C  2.19733  5.90482  1.93515  -0.09
C  1.98440  5.86267  0.39134  -0.10
C  1.56262  4.11576  -1.37413  0.04
H  -4.18523  7.09545  -1.11881  0.08
H  -3.16612  6.52623  -2.39841  0.07
H  -2.63722  7.89062  -1.40982  0.09
H  -2.98353  4.91904  -0.28465  0.09
H  -2.57573  6.27744  0.65150  0.11
H  -0.64777  6.71045  -0.65800  0.12
H  -0.99671  5.25920  -1.67646  0.11
H  -0.57564  3.74659  0.16055  0.10
H  -0.48902  4.84340  1.38644  0.13
H  2.27825  2.79021  0.56645  0.11
H  1.03863  3.23149  1.58658  0.11
H  3.79734  4.43327  1.74861  0.13
H  2.62527  4.14434  3.03816  0.11
H  2.84837  6.70284  2.29213  0.14
H  1.20808  5.99299  2.38426  0.12
H  2.94186  5.66779  -0.09176  0.13
H  1.57853  6.69552  -0.18287  0.14
H  0.79656  3.37383  -1.59950  0.09
H  2.56350  3.68413  -1.38027  0.08
H  1.49467  4.89099  -2.13735  0.12
C  -8.05479  -2.35181  3.76797  -0.08
C  -7.88104  -2.16861  2.26177  -0.24
C  -6.98130  -0.98956  1.87282  -0.17
C  -5.48336  -1.26214  2.12803  -0.10
N  -4.63268  -0.09878  1.56546  -0.23
C  -3.20945  -0.47017  1.82679  -0.11
C  -2.56185  0.78671  2.56705  -0.13
C  -3.50121  1.97727  2.36771  -0.11
C  -4.85498  1.20002  2.41947  -0.03
C  -4.73894  0.04158  0.04927  0.03
H  -7.03519  -2.39874  4.15052  0.05
H  -8.63580  -3.24808  3.98530  0.09
H  -8.56999  -1.56594  4.32030  0.09
H  -8.88088  -2.04249  1.84642  0.12
H  -7.53245  -3.07715  1.77073  0.09
H  -7.31796  -0.12344  2.44256  0.12
H  -7.20285  -0.65853  0.85822  0.10
H  -5.16119  -2.23960  1.76904  0.11
H  -5.28449  -1.33654  3.19715  0.13
H  -2.71139  -0.87979  0.94800  0.13
H  -3.11853  -1.28590  2.54403  0.10
H  -1.57496  0.93417  2.12843  0.09
H  -2.32762  0.55284  3.60559  0.11
H  -3.31614  2.46617  1.41126  0.11
H  -3.37672  2.70273  3.17164  0.13
H  -5.72303  1.70716  1.99828  0.14
H  -5.19613  0.91424  3.41448  0.15
H  -5.68607  0.54981  -0.13172  0.09
H  -4.57107  -0.89377  -0.48461  0.12
H  -3.93849  0.76111  -0.12293  0.10
C  2.83869  -4.75782  -2.85336  -0.09
C  2.57328  -4.36756  -1.43889  -0.27
C  3.37341  -3.15953  -1.00496  -0.22
C  4.82056  -3.32753  -0.64222  -0.08
N  5.59284  -1.99602  -0.29083  -0.22
C  5.14036  -1.28714  1.02353  -0.06
C  6.43332  -0.50811  1.56517  -0.15
C  7.64347  -1.17158  0.93209  -0.11
C  7.06605  -2.28162  -0.00363  -0.07
C  5.47961  -1.03536  -1.46118  0.02
H  2.15679  -5.50871  -3.25246  0.09
H  3.87969  -5.08019  -2.83142  0.08
H  2.80283  -3.92531  -3.55603  0.08
H  2.72031  -5.17000  -0.71599  0.12
H  1.49683  -4.19659  -1.42796  0.10
H  2.90467  -2.78894  -0.09334  0.10
H  3.11741  -2.30796  -1.63535  0.11
H  5.29567  -3.85127  -1.47171  0.14
H  4.87799  -3.98138  0.22799  0.14
H  4.31180  -0.58257  0.95162  0.10
H  4.89287  -2.10572  1.69939  0.12
H  6.30564  0.52402  1.23881  0.10
H  6.59764  -0.48788  2.64253  0.11
H  8.08749  -0.30991  0.43361  0.12
H  8.34834  -1.64048  1.61867  0.13
H  7.52530  -2.26334  -0.99199  0.13
H  7.09661  -3.32560  0.30825  0.14
H  4.42813  -0.75195  -1.50800  0.07
H  5.84423  -1.46474  -2.39434  0.12
H  6.09256  -0.19121  -1.14524  0.10
C  5.63125  3.17323  5.87959  -0.08
C  5.44669  1.69868  5.47151  -0.25
C  4.43787  1.40070  4.32748  -0.14
C  3.79464  -0.11510  4.47384  -0.04
N  2.24157  -0.05609  4.24400  -0.19
C  1.50469  0.68752  5.38192  -0.07
C  0.49203  -0.33715  5.91468  -0.12
C  1.18037  -1.67448  5.59052  -0.16
C  1.62835  -1.51324  4.21920  -0.12
C  1.93341  0.57127  2.85138  0.02
H  6.05411  3.71392  5.03287  0.08
H  6.16880  3.37276  6.80660  0.09
H  4.68415  3.63423  6.15991  0.07
H  5.22150  1.19743  6.41286  0.11
H  6.36832  1.18427  5.19937  0.11
H  4.80047  1.53111  3.30786  0.09
H  3.57263  2.04915  4.46515  0.07
H  3.87720  -0.47078  5.50087  0.12
H  4.25484  -0.84745  3.81053  0.10
H  0.95488  1.56088  5.03113  0.13
H  2.16013  1.04562  6.17582  0.14
H  -0.49531  -0.27431  5.45717  0.11
H  0.37244  -0.18406  6.98722  0.14
H  0.49850  -2.50981  5.74981  0.13
H  2.06836  -1.85553  6.19616  0.14
H  0.87787  -1.55117  3.42962  0.11
H  2.27710  -2.28710  3.80887  0.13
H  0.84703  0.57996  2.76308  0.09
H  2.41430  -0.04830  2.09441  0.08
H  2.19254  1.62999  2.84368  0.07
C  9.79905  3.45776  -6.71524  -0.07
C  8.74919  2.27793  -6.73742  -0.23
C  7.68015  2.58416  -5.71926  -0.23
C  6.45121  1.67836  -5.87966  -0.11
N  5.29114  2.15084  -5.00052  -0.23
C  5.73485  2.33997  -3.56595  -0.08
C  4.45795  2.17528  -2.73739  -0.15
C  3.47950  1.41841  -3.62140  -0.16
C  4.29982  0.99701  -4.87330  -0.07
C  4.56562  3.32719  -5.69373  0.07
H  9.39201  4.46887  -6.72348  0.07
H  10.50445  3.49136  -7.54554  0.09
H  10.24488  3.44862  -5.72064  0.07
H  9.13654  1.27438  -6.56156  0.12
H  8.33049  2.30252  -7.74350  0.11
H  7.37538  3.62785  -5.64242  0.11
H  8.20598  2.34181  -4.79576  0.12
H  6.82731  0.71985  -5.52203  0.13
H  6.13056  1.56410  -6.91514  0.15
H  6.27732  3.28373  -3.50990  0.14
H  6.45300  1.54651  -3.35906  0.13
H  4.01835  3.16935  -2.65575  0.09
H  4.45325  1.70020  -1.75639  0.10
H  2.58557  1.97061  -3.91135  0.11
H  3.07190  0.58653  -3.04700  0.09
H  3.60406  1.03303  -5.71158  0.14
H  4.75542  0.01417  -4.75277  0.13
H  4.29180  3.22152  -6.74347  0.12
H  5.18915  4.21919  -5.75432  0.11
H  3.68070  3.51080  -5.08438  0.10
C  -2.43395  1.91326  -2.82729  -0.09
C  -3.15774  0.71920  -3.55775  -0.22
C  -4.69831  0.89803  -3.54945  -0.15
C  -5.27481  -0.48258  -4.05211  -0.10
N  -6.75501  -0.78544  -3.89882  -0.25
C  -7.54235  0.02763  -4.94396  -0.08
C  -8.97028  0.04290  -4.41439  -0.12
C  -8.75631  0.24193  -2.91264  -0.12
C  -7.33258  -0.33153  -2.56212  -0.10
C  -7.03976  -2.29940  -4.05068  0.06
H  -1.37687  1.83555  -2.57307  0.05
H  -3.07392  2.24408  -2.00930  0.05
H  -2.46304  2.83716  -3.40492  0.07
H  -2.86079  -0.19163  -3.03785  0.09
H  -2.76001  0.64100  -4.56957  0.12
H  -4.94540  1.63874  -4.30998  0.12
H  -5.04677  1.17478  -2.55441  0.08
H  -4.73962  -1.22172  -3.45600  0.11
H  -5.17379  -0.70808  -5.11373  0.15
H  -7.42351  -0.41682  -5.93211  0.14
H  -7.04451  0.99669  -4.97825  0.13
H  -9.45944  -0.91202  -4.60657  0.13
H  -9.55362  0.85798  -4.84271  0.14
H  -9.52286  -0.32940  -2.38911  0.12
H  -8.77729  1.29855  -2.64575  0.12
H  -7.42314  -1.17022  -1.87183  0.12
H  -6.87821  0.53923  -2.08943  0.09
H  -7.02989  -2.48758  -5.12426  0.12
H  -7.96194  -2.68949  -3.61999  0.12
H  -6.21121  -2.83387  -3.58596  0.10
C  -7.18922  -5.89477  3.29332  -0.06
C  -5.74967  -5.43581  3.79638  -0.23
C  -4.82649  -5.38476  2.65027  -0.22
C  -3.37777  -5.77996  3.09301  -0.06
N  -2.29998  -5.43609  2.00161  -0.20
C  -2.25817  -3.99818  1.41957  -0.11
C  -0.80861  -3.59426  1.28150  -0.17
C  -0.01912  -4.80775  1.67057  -0.17
C  -0.91696  -5.45564  2.67125  -0.11
C  -2.38091  -6.45025  0.75920  0.09
H  -7.60667  -5.24847  2.52122  0.06
H  -7.90292  -5.93195  4.11632  0.08
H  -7.17167  -6.90398  2.88187  0.08
H  -5.39505  -5.94816  4.69072  0.13
H  -5.86855  -4.40608  4.13345  0.08
H  -4.89341  -4.47371  2.05564  0.09
H  -5.18535  -6.20649  2.03051  0.11
H  -3.33699  -6.83715  3.35531  0.15
H  -3.05428  -5.25380  3.99113  0.13
H  -2.90249  -4.01103  0.54048  0.13
H  -2.71736  -3.31173  2.13094  0.10
H  -0.60389  -3.40591  0.22760  0.12
H  -0.46885  -2.73862  1.86507  0.10
H  0.16683  -5.53015  0.87580  0.12
H  0.92170  -4.51165  2.13456  0.13
H  -0.70759  -6.47736  2.98803  0.15
H  -0.94810  -4.83101  3.56398  0.13
H  -2.07501  -7.41593  1.16168  0.11
H  -1.64256  -6.13902  0.02024  0.10
H  -3.41020  -6.47945  0.40170  0.11


Computed, not measured: 2 unconnected molecules or ions with the total composition C16H27N8 at a distorted geometry, with the ωB97M-V functional and the def2-TZVPD basis.

Properties
Charge ... +1
Molecular weight ... 331.4 g/mol
E_HOMO ... -11.4 eV
Spin multiplicity ... 1
Gap between HOMO and LUMO ... 7.89 eV

Each line ends with the Löwdin charge.
CARTESIAN COORDINATES (ANGSTROEM)
C  -0.16946  0.72376  4.02207  -0.05
C  -0.79076  -0.26953  2.91243  -0.33
N  -2.09051  -0.19697  2.72077  0.12
C  0.13730  -1.32288  2.12340  -0.05
N  0.55073  -0.67181  0.84601  -0.13
C  -0.48228  -0.28411  -0.08481  0.06
N  0.24089  0.35176  -1.18306  0.13
C  1.62406  0.26589  -0.82060  -0.27
N  2.73662  0.68362  -1.43483  0.04
C  2.64975  1.42863  -2.74928  -0.13
C  3.33565  2.88432  -2.47228  -0.17
C  2.39753  4.10745  -2.90386  -0.18
C  1.38484  4.50350  -1.70890  -0.22
N  0.48424  3.38499  -1.30073  -0.04
C  -0.94653  3.75978  -1.33528  -0.47
N  -1.72267  3.48141  -2.36128  0.14
N  -1.63090  4.43125  -0.19561  0.06
N  1.81327  -0.39654  0.45060  0.14
H  0.18006  0.03569  4.87626  0.10
H  -0.96117  1.40803  4.48436  0.09
H  0.68961  1.35626  3.62236  0.08
H  -2.50106  0.51526  3.34211  0.06
H  1.08623  -1.43577  2.75738  0.14
H  -0.41372  -2.30000  1.95107  0.13
H  -1.60368  -0.44190  0.02092  0.16
H  3.69089  0.54696  -1.06670  0.17
H  1.54773  1.53054  -3.05270  0.12
H  3.19767  0.83358  -3.54691  0.13
H  4.35302  2.86155  -2.97763  0.11
H  3.49106  2.98694  -1.33470  0.11
H  1.87378  3.94004  -3.89835  0.12
H  3.08926  5.01794  -3.05020  0.12
H  0.76565  5.37758  -2.12166  0.13
H  1.94016  4.89928  -0.78699  0.12
H  0.68476  3.05350  -0.34597  0.10
H  -1.14971  2.99855  -3.07880  0.05
H  -0.99933  5.09693  0.26954  0.07
H  -1.80483  3.65948  0.47790  0.07
H  2.72342  -0.57178  0.88264  0.19
C  -2.97168  -6.86282  1.19873  -0.08
C  -2.10460  -6.91181  0.11163  -0.09
C  -1.58644  -5.73551  -0.41934  -0.10
C  -1.92820  -4.50970  0.14354  -0.12
C  -2.79246  -4.46065  1.23316  -0.11
C  -3.31766  -5.63685  1.75818  -0.09
H  -3.37807  -7.78022  1.61014  0.11
H  -1.83327  -7.86799  -0.32254  0.11
H  -0.91584  -5.77359  -1.27091  0.10
H  -1.52009  -3.59144  -0.26805  0.08
H  -3.05780  -3.50411  1.67313  0.09
H  -3.99544  -5.59845  2.60366  0.10